No. 1
{
  "formula": "CH3BrO3S",
  "method": "ωB97M-V with the def2-TZVPD basis set",
  "lumo_ev": -1.67,
  "homo_lumo_gap_ev": 8.611,
  "symbols": ["C", "O", "O", "O", "S", "Br", "H", "H", "H"],
  "positions_angstrom": [[0.75019, 0.78534, -0.65306], [1.07466, -1.31640, 2.59971], [-0.96520, -2.46041, 2.43847], [1.17299, -0.32511, -0.45880], [0.45288, -2.51264, 2.14888], [-2.09129, 0.40306, 2.56586], [-1.67475, -0.99483, 2.66478], [0.04495, 1.31950, -0.07280], [0.90545, 1.35050, -1.53566]],
  "mulliken_charge": [-0.03, -0.32, -0.45, -0.39, 0.80, -0.34, 0.31, 0.17, 0.26]
}

No. 2
{
  "formula": "CH3BrP2",
  "method": "ωB97M-V with the def2-TZVPD basis set",
  "lumo_ev": [-0.54, -0.54],
  "homo_lumo_gap_ev": [7.311, 7.311],
  "symbols": ["C", "P", "P", "Br", "H", "H", "H"],
  "positions_angstrom": [[1.61445, 0.92691, 0.09831], [0.45814, -2.17621, 0.08516], [0.27358, -0.13841, 0.01256], [3.36598, 0.16699, -0.02483], [-0.99463, 0.61026, -0.14363], [1.35639, 1.98447, -0.31946], [-0.78051, -2.43919, 0.78030]],
  "mulliken_charge": [-0.36, -0.13, 0.17, -0.10, 0.11, 0.30, 0.01]
}